The following is a quantum chemistry calculation of a 4-piece molecular cluster, C15H42BBrN3O3 overall, from the OMol25 dataset.

Last column: natural (NBO) charge in e.
Element x y z (Å)
1 B 1.120 -1.535 -2.375  -0.408
2 C -0.149 -2.426 -2.874  -0.338
3 Br 0.134 -4.425 -2.706  -0.196
4 C -1.462 -2.105 -2.164  -0.446
5 C -2.767 -2.276 -2.953  -0.617
6 H 1.008 -0.444 -2.965  -0.062
7 H 2.207 -2.046 -2.619  -0.043
8 H 1.018 -1.342 -1.156  -0.075
9 H -0.316 -2.366 -3.952  0.181
10 H -1.524 -2.689 -1.243  0.205
11 H -1.364 -1.063 -1.842  0.200
12 H -2.599 -2.294 -4.032  0.197
13 H -3.426 -1.432 -2.745  0.209
14 H -3.295 -3.194 -2.685  0.195
15 C -3.274 1.014 -0.723  -0.619
16 C -2.670 1.744 -1.918  -0.093
17 C -2.416 3.231 -1.678  -0.069
18 O -3.582 4.044 -1.654  -0.554
19 C -4.247 4.106 -0.414  -0.244
20 N -3.442 1.477 -3.131  -0.829
21 H -4.337 1.234 -0.606  0.189
22 H -3.174 -0.059 -0.865  0.233
23 H -2.764 1.275 0.206  0.214
24 H -1.680 1.305 -2.092  0.212
25 H -1.810 3.619 -2.499  0.182
26 H -1.856 3.368 -0.743  0.161
27 H -3.533 4.113 0.417  0.164
28 H -4.934 3.269 -0.261  0.166
29 H -4.817 5.036 -0.396  0.179
30 H -2.909 1.765 -3.943  0.354
31 H -4.304 2.011 -3.149  0.350
32 C 6.776 0.672 0.358  -0.613
33 C 6.259 -0.761 0.405  -0.076
34 C 5.174 -1.066 -0.632  -0.067
35 O 3.924 -0.493 -0.348  -0.534
36 C 3.704 0.815 -0.827  -0.245
37 N 5.830 -1.068 1.774  -0.837
38 H 6.045 1.359 0.787  0.203
39 H 7.694 0.759 0.941  0.209
40 H 6.976 0.987 -0.667  0.202
41 H 7.096 -1.431 0.175  0.175
42 H 5.003 -2.146 -0.648  0.189
43 H 5.509 -0.769 -1.636  0.161
44 H 4.268 1.000 -1.748  0.162
45 H 3.993 1.564 -0.081  0.145
46 H 2.641 0.897 -1.050  0.219
47 H 5.605 -2.056 1.838  0.351
48 H 4.946 -0.590 1.930  0.358
49 C -0.458 -0.763 4.794  -0.614
50 C -1.947 -0.633 4.498  -0.075
51 C -2.368 -1.233 3.153  -0.067
52 O -1.969 -0.483 2.031  -0.559
53 C -0.673 -0.765 1.516  -0.254
54 N -2.341 0.771 4.640  -0.834
55 H 0.118 -0.052 4.201  0.207
56 H -0.266 -0.548 5.845  0.212
57 H -0.093 -1.766 4.565  0.207
58 H -2.496 -1.197 5.261  0.176
59 H -3.461 -1.259 3.118  0.174
60 H -2.002 -2.266 3.066  0.166
61 H -0.434 -1.828 1.619  0.176
62 H 0.106 -0.182 2.014  0.159
63 H -0.675 -0.519 0.458  0.219
64 H -3.350 0.852 4.569  0.348
65 H -1.970 1.283 3.844  0.358

**Charge**: -1
**HOMO-LUMO gap**: 7.7434 eV

=====

The following is a quantum chemistry calculation of an isolated ion of composition C9H13N2 and charge +1, from the OMol25 dataset.

Last column: natural (NBO) charge in e.
Element x y z (Å)
1 C 1.113 -0.917 1.921  -0.698
2 C 0.533 -0.866 0.527  0.536
3 N -0.332 -1.554 0.057  -0.397
4 C -1.208 -1.741 -1.007  -0.013
5 C -2.314 -0.990 -0.927  -0.292
6 C -2.592 -0.217 0.241  -0.145
7 C -2.040 0.876 0.782  -0.269
8 C -1.038 1.822 0.361  -0.176
9 C 0.251 1.729 -0.007  -0.053
10 N 1.150 0.416 -0.245  -0.456
11 C 1.383 0.159 -1.705  -0.418
12 H 2.139 -0.464 1.821  0.206
13 H 1.164 -2.101 1.925  0.284
14 H 0.706 -0.434 2.813  0.283
15 H -0.911 -2.408 -1.815  0.251
16 H -3.263 -1.332 -1.470  0.257
17 H -3.419 -0.578 0.842  0.233
18 H -2.599 1.279 1.661  0.241
19 H -1.280 2.838 0.589  0.254
20 H 0.952 2.571 -0.080  0.228
21 H 1.979 0.653 0.278  0.428
22 H 0.478 -0.172 -2.247  0.252
23 H 1.730 0.987 -2.208  0.233
24 H 2.286 -0.567 -1.709  0.231

**Charge**: +1
**Energy above the lowest of the compared OMol25 structures with the same formula, charge and spin**: 102.1 kcal/mol
**HOMO-LUMO gap**: 9.0442 eV

=====

The following is a quantum chemistry calculation of an isolated molecule of C4H3N3, from the OMol25 dataset.

Last column: natural (NBO) charge in e.
Element x y z (Å)
1 N -0.221 -1.612 -2.231  -0.411
2 C -0.455 -0.787 -1.422  0.165
3 C -1.480 0.058 -0.653  0.369
4 N -1.503 0.173 0.560  -0.333
5 C -0.446 0.443 1.361  -0.132
6 C 0.737 0.409 0.647  0.027
7 N 0.678 0.249 -0.679  -0.567
8 H -0.562 0.566 2.427  0.231
9 H 1.701 0.473 1.143  0.231
10 H 1.551 0.028 -1.153  0.420

**Energy above the lowest of the compared OMol25 structures with the same formula, charge and spin**: 101.8 kcal/mol
**HOMO-LUMO gap (alpha / beta)**: 8.0655 / 8.0671 eV

=====

The following is a quantum chemistry calculation of C25H60CdF6N2O12S2 as an isolated structure, from the OMol25 dataset.

Last column: Mulliken charge in e.
Element x y z (Å)
1 Cd 1.414 -2.534 -0.224  0.483
2 C -6.151 -2.144 -0.801  -1.703
3 C -5.884 -1.518 0.635  1.246
4 C -7.302 -1.794 1.289  -1.165
5 C -7.391 -1.532 2.804  -0.649
6 C -6.251 -2.346 3.492  -1.410
7 C -4.839 -2.187 2.970  1.614
8 N -4.856 -2.241 1.448  0.425
9 O -3.459 -2.311 0.948  -0.331
10 C -3.875 -3.221 3.624  -1.661
11 C -4.551 -0.731 3.597  -1.801
12 C -5.567 -0.046 0.329  -1.442
13 H -6.385 -3.209 -0.814  0.408
14 H -5.279 -1.993 -1.438  0.445
15 H -6.923 -1.630 -1.373  0.415
16 H -7.775 -2.759 1.106  0.511
17 H -8.006 -1.088 0.849  0.425
18 H -8.288 -1.962 3.249  0.382
19 H -7.317 -0.462 2.995  0.308
20 H -6.577 -3.377 3.358  0.459
21 H -6.274 -2.274 4.580  0.475
22 H -4.174 -3.517 4.630  0.431
23 H -2.867 -2.927 3.917  0.381
24 H -3.690 -4.147 3.080  0.390
25 H -4.269 -0.826 4.645  0.434
26 H -5.278 0.081 3.594  0.352
27 H -3.687 -0.371 3.039  0.479
28 H -5.404 0.496 1.260  0.305
29 H -6.423 0.335 -0.228  0.418
30 H -4.740 0.147 -0.355  0.382
31 C 6.466 -0.929 -1.139  0.678
32 F 6.089 -1.362 0.004  -0.210
33 F 6.279 0.422 -1.252  -0.232
34 F 7.725 -1.186 -1.340  -0.228
35 S 5.481 -1.897 -2.582  0.898
36 O 6.322 -1.795 -3.772  -0.582
37 O 5.275 -3.223 -2.028  -0.637
38 N 3.934 -1.134 -2.624  -0.397
39 S 4.087 -0.371 -4.028  1.029
40 O 4.947 0.785 -3.852  -0.611
41 O 4.277 -1.246 -5.191  -0.612
42 C 2.267 0.379 -4.156  0.536
43 F 1.401 -0.672 -4.240  -0.227
44 F 1.961 1.052 -2.980  -0.217
45 F 2.255 1.134 -5.255  -0.187
46 C 3.879 -7.574 3.133  -0.970
47 C 2.873 -6.483 3.523  -0.246
48 O 3.087 -5.142 2.920  -0.476
49 H 3.999 -7.817 2.077  0.294
50 H 3.600 -8.484 3.664  0.321
51 H 4.867 -7.317 3.517  0.269
52 H 2.898 -6.384 4.609  0.287
53 H 1.919 -6.935 3.254  0.215
54 H 3.282 -4.633 3.710  0.300
55 C 6.274 -0.643 9.017  -0.908
56 C 5.866 0.011 7.661  -0.322
57 O 4.605 -0.464 7.329  -0.496
58 H 7.234 -0.210 9.297  0.314
59 H 6.293 -1.733 9.031  0.283
60 H 5.571 -0.461 9.830  0.259
61 H 6.642 -0.021 6.896  0.292
62 H 5.791 1.092 7.778  0.253
63 H 4.064 0.264 7.641  0.324
64 C 8.007 6.917 -2.768  -0.961
65 C 6.638 6.930 -3.444  -0.239
66 O 6.278 8.214 -3.897  -0.511
67 H 8.811 7.151 -3.466  0.272
68 H 8.208 5.918 -2.381  0.312
69 H 8.014 7.666 -1.977  0.276
70 H 5.909 6.574 -2.716  0.221
71 H 6.610 6.111 -4.162  0.318
72 H 6.063 8.131 -4.829  0.314
73 C -5.838 2.270 -6.767  -0.974
74 C -6.476 3.548 -6.207  -0.178
75 O -6.627 4.499 -7.179  -0.505
76 H -6.470 1.505 -7.219  0.274
77 H -5.396 1.782 -5.898  0.300
78 H -4.955 2.474 -7.372  0.294
79 H -5.883 3.921 -5.371  0.247
80 H -7.424 3.324 -5.718  0.235
81 H -6.383 5.359 -6.830  0.306
82 C 2.290 3.455 3.107  -1.078
83 C 1.698 2.494 2.070  -0.161
84 O 2.137 1.200 2.405  -0.491
85 H 1.904 4.431 2.812  0.303
86 H 3.377 3.391 3.048  0.308
87 H 2.019 3.264 4.145  0.352
88 H 2.209 2.739 1.140  0.226
89 H 0.635 2.624 1.867  0.242
90 H 2.118 1.097 3.359  0.297
91 C -2.666 7.251 -1.390  -1.018
92 C -3.302 8.372 -2.177  -0.162
93 O -4.652 8.119 -2.141  -0.509
94 H -1.589 7.173 -1.542  0.344
95 H -3.042 6.305 -1.779  0.267
96 H -2.746 7.315 -0.305  0.271
97 H -2.925 8.476 -3.195  0.325
98 H -3.139 9.299 -1.628  0.184
99 H -5.035 8.372 -2.984  0.298
100 C 1.798 -7.336 -4.523  -1.083
101 C 0.785 -6.526 -3.821  -0.109
102 O 1.239 -6.235 -2.525  -0.489
103 H 1.569 -7.955 -5.391  0.322
104 H 2.310 -8.091 -3.927  0.320
105 H 2.655 -6.756 -4.867  0.275
106 H -0.185 -7.011 -3.708  0.219
107 H 0.488 -5.604 -4.322  0.261
108 H 1.519 -7.088 -2.184  0.280

**Energy above the lowest of the compared OMol25 structures with the same formula, charge and spin**: 183.0 kcal/mol
**HOMO-LUMO gap**: 2.4580 eV

=====

no.,strongest force on any atom (eV/Å),energy (Eh)
1,0.31,-3585.52916
2,3.59,-459.85138
3,0.97,-318.32249
4,7.92,-3563.69138